# 1
Entry from OMol25: the molecule C24H37FN2O2 (the ωB97M-V functional and the def2-TZVPD basis).

## Properties
- M: 404.57 Da
- E_tot: -35283.3991 eV
- ΔE to the lowest compared entry with this formula, charge and spin: 0.230 eV
- Structure (SMILES): Cc1cc(C(=O)N(C)CCCCCCNC(=O)C[C@H]2CCCC[C@@H]2C)ccc1F

ORCA input file:
```
! RIJCOSX wB97M-V def2-TZVPD def2/J DEFGRID3
* xyz 0 1
C 0.0552 -6.3409 -0.1099
C 0.7825 -5.2131 0.5630
C 0.4231 -4.7263 1.8130
C 1.1236 -3.6903 2.4221
C 0.7896 -3.2139 3.8049
O 1.6682 -3.1071 4.6452
N -0.5208 -2.9525 4.1001
C -0.7944 -2.5682 5.4748
C -1.4916 -2.4975 3.1095
C -1.5868 -0.9753 3.0231
C -0.2549 -0.3239 2.6740
C -0.3560 1.1830 2.4801
C 0.9898 1.8173 2.1554
C 0.9057 3.3116 1.8617
N 0.0967 3.6171 0.6927
C 0.5554 3.3893 -0.5659
O 1.6860 2.9846 -0.7741
C -0.4161 3.7411 -1.6804
C -0.0837 3.0439 -2.9943
C -0.2961 1.5340 -2.8523
C 0.0517 0.7810 -4.1302
C -0.7517 1.3212 -5.3074
C -0.5484 2.8246 -5.4534
C -0.8929 3.5967 -4.1771
C -0.6720 5.0897 -4.4038
C 2.2193 -3.1301 1.7800
C 2.5899 -3.5783 0.5221
C 1.8661 -4.6025 -0.0512
F 2.2314 -5.0456 -1.2735
H -0.3694 -6.0210 -1.0624
H 0.7299 -7.1706 -0.3231
H -0.7517 -6.7061 0.5232
H -0.4169 -5.1778 2.3294
H -0.2733 -3.2404 6.1508
H -0.4578 -1.5506 5.6940
H -1.8685 -2.6335 5.6472
H -1.2108 -2.8913 2.1361
H -2.4654 -2.9228 3.3666
H -2.3323 -0.7281 2.2607
H -1.9646 -0.5668 3.9655
H 0.4772 -0.5361 3.4610
H 0.1415 -0.7773 1.7584
H -1.0641 1.3906 1.6706
H -0.7725 1.6420 3.3850
H 1.6779 1.6673 2.9928
H 1.4353 1.3231 1.2885
H 0.4724 3.8445 2.7104
H 1.9060 3.7093 1.6910
H -0.8628 3.8883 0.8123
H -1.4410 3.5050 -1.3731
H -0.3640 4.8270 -1.7916
H 0.9790 3.2188 -3.1987
H 0.3029 1.1607 -2.0196
H -1.3504 1.3520 -2.6027
H 1.1211 0.8990 -4.3350
H -0.1277 -0.2887 -4.0003
H -0.4721 0.8109 -6.2318
H -1.8155 1.1153 -5.1427
H 0.5002 3.0252 -5.7061
H -1.1477 3.2109 -6.2824
H -1.9583 3.4293 -3.9621
H 0.3945 5.3062 -4.5101
H -1.1690 5.4140 -5.3199
H -1.0601 5.7035 -3.5908
H 2.7799 -2.3467 2.2728
H 3.4293 -3.1545 -0.0117
*
```

Mulliken atomic charge list, values in e, 2 entries:
1 C -1.5195
2 C 0.5699

=====

# 2
Entry from OMol25: a structure of composition C24H37N6NdO4SSb at a distorted geometry (the ωB97M-V functional and the def2-TZVPD basis).

## Properties
- M: 771.67 Da
- Expectation value of S²: 3.7530
- E_tot: -75263.7113 eV
- ΔE to the lowest compared entry with this formula, charge and spin: 0.000 eV

ORCA input file:
```
! RIJCOSX wB97M-V def2-TZVPD def2/J DEFGRID3
* xyz 1 4
Nd -0.0269 -0.2457 1.7432
N 0.9575 4.3326 2.5711
C 0.8427 2.9602 2.5504
S -0.7919 2.4202 2.2606
N 1.9568 2.2979 2.7297
N 1.9858 1.0301 2.1840
C 3.1289 0.3690 2.3669
C 3.3448 -0.9470 1.9390
C 4.6478 -1.4578 2.0967
C 4.7984 -2.8231 1.9652
C 3.7411 -3.6012 1.5620
C 2.4635 -3.0006 1.3319
N 2.2566 -1.7072 1.5515
H 0.1900 4.8654 2.9935
H 1.8913 4.7041 2.8135
H 3.9986 0.8297 2.8416
H 5.4028 -0.7582 2.5074
H 5.7746 -3.2562 2.1157
H 3.9093 -4.6581 1.5691
H 1.6551 -3.6048 0.8837
O -2.9091 -5.5402 2.6107
C -2.3392 -5.2083 3.7129
O -2.3451 -5.8988 4.7472
C -1.5342 -3.9655 3.8139
C -0.9973 -3.4539 5.0060
N -0.4282 -2.2095 4.7552
N -0.6467 -1.8742 3.4170
C -1.2776 -2.9274 2.8351
C -1.7857 -2.8062 1.4873
O -2.6310 -3.5264 0.9948
O -1.4191 -1.7319 0.7925
H -2.8494 -4.8594 1.8721
H -0.9060 -3.8503 6.0195
H 0.1083 -1.6129 5.3870
C -0.0661 -1.8088 -2.4647
C -1.1978 -0.8714 -2.9336
C -2.5431 -1.3126 -2.4465
C -1.0959 -0.3218 -4.3412
Sb -0.5917 1.0321 -1.5257
C 1.3422 2.0601 -2.2112
C 1.1388 2.9075 -3.4427
C 1.7747 2.9324 -1.0128
C 2.3968 0.9680 -2.4151
C -2.4457 2.4207 -1.4297
C -1.9255 3.7148 -0.7743
C -2.9743 2.6958 -2.8528
C -3.5566 1.7749 -0.5978
H -0.4132 -2.8395 -2.6893
H 0.0932 -1.7581 -1.3765
H 0.8683 -1.6363 -2.9760
H -2.7944 -2.1733 -3.1079
H -3.3567 -0.5743 -2.4394
H -2.4302 -1.6514 -1.4084
H -1.1686 -1.2009 -5.0633
H -0.1084 0.1311 -4.4664
H -1.8057 0.4947 -4.6002
H 0.4165 3.7064 -3.2430
H 0.6227 2.4156 -4.2425
H 2.0912 3.3258 -3.8552
H 1.1224 3.7595 -0.7838
H 2.7186 3.4681 -1.1847
H 1.7882 2.4123 -0.0606
H 2.5320 0.6745 -3.4659
H 2.1769 -0.0036 -1.9739
H 3.4118 1.3026 -2.0230
H -1.2095 4.2215 -1.4507
H -1.3822 3.5893 0.1822
H -2.7412 4.4393 -0.6115
H -2.1857 3.1661 -3.5128
H -3.7324 3.5502 -2.7781
H -3.5053 1.8043 -3.3187
H -3.1543 1.4534 0.3680
H -3.9771 0.8958 -1.0929
H -4.2990 2.5508 -0.4050
*
```

Mulliken atomic charge list, values in e, 2 entries:
1 Nd 1.0541
2 N -0.4373

=====

# 3
Entry from OMol25: a structure of composition C24H38AsBrMnN2O7SSi (the ωB97M-V functional and the def2-TZVPD basis).

## Properties
- M: 736.49 Da
- Expectation value of S²: 0.9138
- E_tot: -223715.5954 eV
- ΔE to the lowest compared entry with this formula, charge and spin: 1.143 eV

ORCA input file:
```
! RIJCOSX wB97M-V def2-TZVPD def2/J DEFGRID3
* xyz 2 2
Mn 0.1887 -2.1717 -0.0588
O 2.6270 -0.7234 1.6242
As 3.2279 -2.1302 0.7940
O 4.6723 -1.9288 0.1309
O 1.8559 -2.2726 -0.3936
C 3.0213 -3.6419 1.9446
C 4.2322 -4.1932 2.3201
C 4.2669 -5.2608 3.2218
C 3.1010 -5.7757 3.7472
C 1.8685 -5.2475 3.3698
C 1.8343 -4.1917 2.4720
S 0.2517 -3.6964 1.9666
O 0.1157 -3.9882 0.4651
O -0.7592 -4.2394 2.7824
O 0.2480 -2.1628 1.7931
H 3.3888 -0.1717 1.8635
H 5.1517 -3.7893 1.9138
H 5.2212 -5.6814 3.5089
H 3.1348 -6.5966 4.4500
H 0.9480 -5.6512 3.7681
C 0.7123 4.3527 1.3564
C 0.9659 2.8871 0.9200
C 0.4240 1.9380 2.0033
C 2.4846 2.6717 0.8380
Si 0.1339 2.7240 -0.7620
Br 0.0955 -0.0633 -1.0274
C -1.7275 3.0370 -0.8754
C -1.8331 4.5454 -1.2218
C -2.4703 2.7995 0.4490
C -2.4680 2.2421 -1.9647
C 1.1690 2.9986 -2.3100
C 2.4436 2.1454 -2.4361
C 1.5907 4.4883 -2.1959
C 0.3669 2.8113 -3.6089
H 1.2504 4.5223 2.2927
H -0.3383 4.5668 1.5467
H 1.0884 5.0826 0.6365
H 0.9714 2.1385 2.9282
H 0.5963 0.8905 1.7514
H -0.6310 2.0829 2.2215
H 2.8952 2.7751 1.8464
H 2.9878 3.4085 0.2133
H 2.7355 1.6774 0.4685
H -1.3380 5.1916 -0.4942
H -2.8922 4.8158 -1.2206
H -1.4433 4.7764 -2.2122
H -2.1252 3.4380 1.2601
H -2.4054 1.7639 0.7867
H -3.5272 3.0281 0.2919
H -2.1234 2.4626 -2.9722
H -3.5243 2.5190 -1.9182
H -2.4079 1.1630 -1.8159
H 3.1358 2.2676 -1.6064
H 2.9664 2.4640 -3.3409
H 2.2260 1.0843 -2.5548
H 2.2761 4.6688 -1.3678
H 0.7468 5.1745 -2.1030
H 2.1182 4.7571 -3.1146
H -0.0269 1.7990 -3.7165
H 1.0382 2.9870 -4.4522
H -0.4566 3.5181 -3.7059
N -3.6803 -5.9907 -1.5001
C -4.4550 -4.9128 -1.2519
O -5.6567 -4.9071 -1.3765
C -3.7740 -3.6337 -0.7924
C -4.6042 -2.5519 -0.5290
C -4.0464 -1.3612 -0.0991
C -2.6802 -1.2712 0.0369
N -1.8581 -2.3078 -0.2227
C -2.4150 -3.4758 -0.6185
H -4.1444 -6.8331 -1.8001
H -2.6852 -6.0132 -1.3915
H -5.6707 -2.6794 -0.6657
H -4.6603 -0.5029 0.1347
H -2.2198 -0.3648 0.3921
H -1.7265 -4.2811 -0.8125
*
```

Mulliken atomic charge list, values in e, 2 entries:
1 Mn 0.1781
2 O -0.4718

=====

Q: Which of these has the lowest E_tot?
A: C24H38AsBrMnN2O7SSi

=====

Q: Among the records above, which one has the lowest M?
A: C24H37FN2O2

=====

Q: What is the ΔE to the lowest compared entry with this formula, charge and spin in the third record?
A: 1.143 eV